Formula: C16H25FNO2
Source: the Open Molecules 2025 dataset
Level of theory: the ωB97M-V functional and the def2-TZVPD basis

Last column: Mulliken charge in e.
Geometry (Å):
C (4.1643, 2.7386, 0.2204)  -1.298
H (4.4853, 2.3438, -0.7452)  0.278
C (4.2913, 1.6778, 1.3102)  -0.535
C (3.3946, 0.4569, 1.0853)  -0.634
C (1.9087, 0.7548, 1.3647)  -1.493
H (1.6552, 0.3459, 2.3420)  0.451
H (1.7529, 1.8328, 1.4324)  0.555
C (0.8843, 0.1989, 0.3472)  0.558
C (1.2975, -1.1969, -0.0945)  0.220
O (1.9394, -1.3907, -1.1210)  -0.705
O (0.9275, -2.1154, 0.7415)  -0.271
C (1.2729, -3.4907, 0.4785)  -0.264
C (0.1918, -4.1673, -0.3474)  -1.108
H (0.1247, -3.7180, -1.3358)  0.282
H (0.4378, -5.2181, -0.4631)  0.436
H (-0.7710, -4.0870, 0.1511)  0.285
H (1.3589, -3.9481, 1.4647)  0.367
H (2.2360, -3.5218, -0.0383)  0.330
H (-0.0756, 0.1127, 0.8631)  0.543
C (0.6679, 1.1182, -0.8660)  -0.595
N (1.9011, 1.1045, -1.7072)  0.032
H (1.7338, 1.5018, -2.6344)  0.447
H (2.1286, 0.0524, -1.7673)  0.488
H (2.6782, 1.5983, -1.2434)  -0.140
H (0.4807, 2.1370, -0.5111)  0.557
C (-0.5160, 0.6623, -1.7307)  -1.226
C (-1.7976, 0.6228, -0.9348)  0.001
C (-2.3221, -0.5883, -0.5005)  0.019
C (-3.4870, -0.6287, 0.2433)  -0.765
C (-4.1214, 0.5625, 0.5507)  0.326
C (-3.6229, 1.7832, 0.1275)  -0.746
C (-2.4584, 1.8038, -0.6165)  -0.201
H (-2.0707, 2.7501, -0.9633)  0.419
H (-4.1482, 2.6910, 0.3757)  0.446
F (-5.2462, 0.5334, 1.2752)  -0.310
H (-3.9082, -1.5622, 0.5793)  0.452
H (-1.8249, -1.5127, -0.7545)  0.403
H (-0.3110, -0.3285, -2.1393)  0.445
H (-0.6369, 1.3593, -2.5634)  0.584
H (3.5614, 0.0790, 0.0754)  0.437
H (3.7246, -0.3344, 1.7594)  0.396
H (5.3285, 1.3444, 1.3470)  0.403
H (4.0566, 2.1207, 2.2784)  0.339
H (3.1504, 3.1341, 0.1542)  0.386
H (4.8154, 3.5776, 0.4503)  0.410

Atoms 1-6, force components in eV/Å:
C 0.14 -0.13 0.37
H 0.03 -0.01 -0.15
C -0.03 -0.14 -0.18
C 0.12 0.26 0.25
C 0.07 -0.19 -0.04
H -0.03 0.06 0.01

The calculation puts the energy relative to the best compared isomer or geometry (same formula, charge and spin) at 5.8 kJ/mol. As for the HOMO-LUMO gap: 0.349 Ha. For the total energy, the calculation gives -929.58069 Eh. As for the charge: +1. As for the HOMO energy: -12.040 eV. The SMILES is CCCC[C@H](C(=O)OCC)[C@@H]([NH3+])Cc1ccc(F)cc1.

---

Formula: C4H4BrNO2
Source: the Open Molecules 2025 dataset
Level of theory: the ωB97M-V functional and the def2-TZVPD basis

Last column: Mulliken charge in e.
Geometry (Å):
C (-0.8842, -1.1792, 0.8619)  -0.790
C (1.4692, 1.1855, 0.8682)  -0.656
C (-0.5157, -0.4268, -0.1462)  0.262
C (1.1044, 0.4965, -0.1840)  0.186
N (-1.2353, -0.1873, -1.3351)  0.922
O (-2.4304, -0.4967, -1.3014)  -0.577
O (-0.6942, 0.2971, -2.2909)  -0.528
Br (2.1919, 0.1843, -1.6652)  -0.054
H (-1.9716, -1.5852, 0.8724)  0.246
H (-0.3561, -1.2257, 1.7040)  0.413
H (2.4544, 1.4934, 0.8199)  0.298
H (0.8677, 1.4442, 1.7964)  0.277

Atoms 1-6, force components in eV/Å:
C -4.78 0.07 -2.92
C -1.79 -0.03 1.32
C 5.59 2.55 0.54
C -4.40 -2.84 0.34
N -2.83 -0.55 -0.60
O 0.61 0.10 -0.09

The calculation puts the energy relative to the best compared isomer or geometry (same formula, charge and spin) at 439.9 kJ/mol. As for the HOMO-LUMO gap: 0.336 Ha. For the total energy, the calculation gives -2933.85581 Eh. As for the HOMO energy: -9.906 eV. The SMILES is C=C(Br)C(=C)[N+](=O)[O-].

---

Formula: C7H15N4SeTc
Source: the Open Molecules 2025 dataset
Level of theory: the ωB97M-V functional and the def2-TZVPD basis

Last column: Mulliken charge in e.
Geometry (Å):
Tc (-0.8671, -0.8612, -0.8459)  1.121
C (-1.0191, 1.6110, 0.6087)  -0.634
C (-0.4274, 0.6885, 1.6585)  -0.615
N (-0.5003, -0.7498, 1.1854)  -0.126
C (0.7627, -1.5357, 1.4389)  -0.672
C (1.8434, -1.0482, 0.4916)  -0.550
N (1.2631, -0.9194, -0.9001)  -0.336
C (1.6534, 0.3417, -1.6260)  -0.658
C (0.9371, 1.5170, -0.9887)  -0.574
N (-0.5269, 1.1792, -0.7463)  -0.150
H (-0.7389, 2.6491, 0.7969)  0.418
H (-2.1075, 1.5551, 0.5911)  0.389
H (-0.9639, 0.7858, 2.6017)  0.458
H (0.6156, 0.9223, 1.8608)  0.297
H (-1.2538, -1.2166, 1.6944)  0.398
H (0.5256, -2.5887, 1.2694)  0.363
H (1.0649, -1.4290, 2.4827)  0.413
H (2.6816, -1.7439, 0.4814)  0.447
H (2.2405, -0.0793, 0.7871)  0.296
H (1.6105, -1.7067, -1.4540)  0.441
H (1.3677, 0.2163, -2.6732)  0.372
H (2.7353, 0.4849, -1.5991)  0.422
H (0.9986, 2.3980, -1.6267)  0.468
H (1.3748, 1.7855, -0.0297)  0.289
H (-1.0773, 1.6679, -1.4546)  0.405
Se (-5.5263, -1.6549, -1.6867)  0.467
C (-3.9031, -1.2715, -1.2990)  0.423
N (-2.7631, -0.9976, -1.0183)  -0.572

Atoms 1-6, force components in eV/Å:
Tc -1.89 -0.09 -0.12
C -0.03 0.02 0.02
C -0.01 0.03 0.00
N 0.04 0.01 -0.04
C 0.01 0.00 0.00
C 0.01 -0.01 0.04

As for the HOMO-LUMO gap (alpha / beta): 0.204 / 0.219 Ha. For the total energy, the calculation gives -2975.77915 Eh. As for the spin multiplicity: 2. As for the charge: +3. As for the expectation value of S²: 0.777. As for the HOMO energy (alpha / beta): -20.519 / -20.722 eV.

---

Formula: C22H28N2O7PRe
Source: the Open Molecules 2025 dataset
Level of theory: the ωB97M-V functional and the def2-TZVPD basis

Last column: Mulliken charge in e.
Geometry (Å):
Re (1.0272, 1.0930, 0.1367)  1.468
O (-1.7084, 4.5931, -0.2947)  -0.701
C (-2.4490, 4.0432, -1.2812)  0.711
C (-3.5964, 4.7442, -1.6463)  -0.737
C (-4.4266, 4.2590, -2.6313)  -0.301
C (-4.1402, 3.0578, -3.2851)  -0.885
C (-3.0064, 2.3678, -2.9434)  -0.516
C (-2.1384, 2.8467, -1.9447)  0.015
C (-0.9462, 2.0725, -1.6414)  1.237
O (-0.2198, 2.4216, -0.5548)  -0.828
N (-0.5648, 1.0848, -2.3727)  -0.961
N (0.5736, 0.5125, -1.8108)  0.219
C (1.1721, -0.3859, -2.5203)  -0.024
C (2.4626, -0.9300, -2.2331)  0.312
C (3.0061, -1.8958, -3.0967)  -0.734
C (4.2931, -2.3421, -2.9266)  -0.757
C (5.0707, -1.8036, -1.8995)  -0.419
C (4.5599, -0.8484, -1.0416)  -0.179
C (3.2512, -0.4280, -1.1963)  0.536
O (2.7644, 0.4884, -0.3231)  -0.706
H (-0.9715, 4.0124, -0.0540)  0.385
H (-3.8076, 5.6707, -1.1278)  0.476
H (-5.3160, 4.8177, -2.8963)  0.404
H (-4.8029, 2.6784, -4.0505)  0.422
H (-2.7535, 1.4401, -3.4379)  0.433
H (0.6657, -0.6689, -3.4385)  0.507
H (2.3931, -2.2733, -3.9070)  0.415
H (4.7071, -3.0877, -3.5907)  0.431
H (6.0934, -2.1332, -1.7692)  0.417
H (5.1567, -0.4227, -0.2449)  0.477
C (1.2598, -2.1861, 3.7600)  -1.689
C (1.9490, -1.4871, 2.6024)  1.277
C (2.5179, -2.5020, 1.6347)  -1.385
C (2.9866, -0.4893, 3.0833)  -1.560
O (0.9192, -0.7441, 1.7946)  0.204
P (-0.1821, 0.2993, 2.4078)  0.675
O (-0.5990, 0.1259, 3.7815)  -0.823
O (0.5272, 1.6371, 1.9473)  -0.683
O (-1.2236, 0.1986, 1.2123)  0.202
C (-2.3586, -0.7502, 1.0055)  1.589
C (-2.0682, -1.4301, -0.3189)  -1.188
C (-2.4354, -1.7594, 2.1371)  -1.696
C (-3.5917, 0.1254, 0.9413)  -1.553
H (1.9902, -2.8380, 4.2395)  0.493
H (0.4321, -2.8037, 3.4052)  0.302
H (0.8775, -1.4830, 4.4967)  0.463
H (3.2156, -3.1493, 2.1647)  0.503
H (3.0535, -2.0212, 0.8191)  0.192
H (1.7202, -3.1206, 1.2196)  0.331
H (3.8145, -1.0227, 3.5491)  0.477
H (2.5624, 0.1933, 3.8229)  0.390
H (3.3854, 0.0927, 2.2502)  0.223
H (-1.0979, -1.9338, -0.2801)  0.181
H (-2.0679, -0.7076, -1.1378)  0.181
H (-2.8338, -2.1803, -0.5208)  0.499
H (-1.5477, -2.3969, 2.1586)  0.211
H (-3.3033, -2.3948, 1.9644)  0.515
H (-2.5447, -1.2748, 3.1071)  0.455
H (-3.5107, 0.8479, 0.1265)  0.284
H (-3.7245, 0.6667, 1.8795)  0.391
H (-4.4714, -0.4958, 0.7706)  0.421

Atoms 1-6, force components in eV/Å:
Re -0.09 0.23 -0.50
O -0.06 -0.05 -0.09
C 0.15 0.09 0.25
C -0.10 0.08 -0.01
C -0.04 0.07 0.03
C -0.04 -0.01 -0.03

The calculation puts the energy relative to the best compared isomer or geometry (same formula, charge and spin) at 41.8 kJ/mol. As for the HOMO-LUMO gap (alpha / beta): 0.250 / 0.224 Ha. For the total energy, the calculation gives -1910.85834 Eh. As for the spin multiplicity: 4. As for the charge: +1. As for the expectation value of S²: 3.768. As for the HOMO energy (alpha / beta): -11.246 / -11.258 eV.

---

Formula: C5H7NO6S2
Source: the Open Molecules 2025 dataset
Level of theory: the ωB97M-V functional and the def2-TZVPD basis

Last column: Mulliken charge in e.
Geometry (Å):
C (-0.8692, 0.7118, 0.4956)  0.390
C (1.5162, -0.0283, 0.3494)  -0.306
C (-0.3483, -1.8414, -1.4346)  -0.667
C (-0.8667, -0.2728, -1.6830)  -0.308
C (1.0721, -1.9185, -1.0041)  -0.472
N (0.6867, 2.0246, 1.7830)  -0.265
O (-0.5639, 3.3743, -0.0756)  -0.584
O (-1.7697, 2.8826, 1.9783)  -0.571
O (1.1378, -0.0002, 3.1907)  -0.682
O (-0.8366, -0.0115, 1.6817)  -0.387
O (-1.5179, 0.3607, -0.6349)  -0.373
O (1.1514, -1.3103, 0.2003)  -0.077
S (-0.8359, 2.4874, 1.0237)  0.972
S (0.7002, 0.3875, 1.9012)  1.013
H (-0.8895, -2.4043, -0.6822)  0.317
H (-0.5276, -2.3856, -2.3936)  0.407
H (0.1213, 0.2247, -2.0174)  0.331
H (-1.6741, -0.3997, -2.6137)  0.264
H (1.4103, -2.9222, -0.8530)  0.354
H (1.8397, -1.5762, -1.7376)  0.352
H (1.0640, 2.6172, 2.5258)  0.291

Atoms 1-6, force components in eV/Å:
C 3.00 1.90 -1.99
C -1.45 -0.61 -0.40
C -1.43 1.16 -1.39
C 0.94 -3.24 -3.08
C 1.54 -0.67 -2.83
N -0.94 0.63 0.12

The calculation puts the energy relative to the best compared isomer or geometry (same formula, charge and spin) at 447.4 kJ/mol. As for the HOMO-LUMO gap (alpha / beta): 0.298 / 0.298 Ha. For the total energy, the calculation gives -1496.98036 Eh. As for the HOMO energy (alpha / beta): -8.685 / -8.686 eV.